Record 1
# C4H11NOSn

C4H11NOSn as an isolated structure (ωB97M-V with the def2-TZVPD basis set, the Open Molecules 2025 dataset).

HOMO-LUMO gap, eV: 8.016
Charge: +2
HOMO level, eV: -19.07
ΔE to the lowest compared entry with this formula, charge and spin, kJ/mol: 60.4
E_tot, hartree: -502.598266
LUMO level, eV: -11.1

Geometry (Å):
Sn: -2.289 -1.220 1.314
C: 1.794 -1.064 -0.619
C: 0.642 -0.717 0.222
C: 0.004 0.574 -0.283
O: -1.020 1.005 0.625
C: -1.315 2.374 0.348
N: -0.367 -1.844 0.190
H: 2.237 -2.082 -0.288
H: 2.564 -0.280 -0.493
H: 1.582 -1.176 -1.700
H: 0.852 -0.490 1.311
H: -0.413 0.352 -1.326
H: 0.761 1.384 -0.119
H: -1.972 2.405 -0.483
H: -0.411 2.886 0.194
H: -1.884 2.662 1.251
H: 0.034 -2.716 0.570
H: -0.798 -2.053 -0.714

Results of the Mulliken charge analysis, in e, for atoms 1 through 6: atom 1 (Sn): 1.4388, atom 2 (C): -1.3640, atom 3 (C): 0.1538, atom 4 (C): -0.6200, atom 5 (O): -0.2868, atom 6 (C): -0.7010


Record 2
# C5H7N3O

A 2-piece molecular cluster, C5H7N3O overall (ωB97M-V with the def2-TZVPD basis set, the Open Molecules 2025 dataset).

HOMO-LUMO gap, eV: 10.014
HOMO level, eV: -9.83
ΔE to the lowest compared entry with this formula, charge and spin, kJ/mol: 731.6
E_tot, hartree: -433.965651
LUMO level, eV: 0.2

Geometry (Å):
C: 0.534 0.466 -0.767
C: 0.130 1.131 0.643
C: -0.664 0.084 1.218
C: -0.299 -1.303 0.515
C: 0.541 -1.044 -0.387
H: 0.009 0.845 -2.863
H: -1.048 1.782 -1.316
H: 1.196 1.233 -1.293
H: -0.552 2.018 0.377
H: 0.889 1.419 1.239
H: -0.670 -0.134 2.353
H: -1.789 0.520 1.154
N: -0.708 0.670 -1.653
N: 1.107 -3.082 0.224
N: 1.434 -2.112 -0.567
O: -0.109 -2.494 1.122

Results of the Mulliken charge analysis, in e, for atoms 1 through 6: atom 1 (C): 0.3048, atom 2 (C): -1.1284, atom 3 (C): -0.2502, atom 4 (C): 0.6551, atom 5 (C): -0.2540, atom 6 (H): 0.3076


Record 3
# C23H41ClDyP2

C23H41ClDyP2 as an isolated structure (ωB97M-V with the def2-TZVPD basis set, the Open Molecules 2025 dataset).

HOMO-LUMO gap (spin up / spin down), eV: 5.688 / 6.811
Charge: +1
HOMO level (spin up / spin down), eV: -10.47 / -10.53
⟨S²⟩: 9.52
ΔE to the lowest compared entry with this formula, charge and spin, kJ/mol: 708.9
2S+1: 6
E_tot, hartree: -2928.419560
LUMO level (spin up / spin down), eV: -4.8 / -3.7

Geometry (Å):
Dy: 2.078 0.462 -2.158
C: 0.762 -0.168 0.300
C: 0.740 -1.578 0.069
C: 2.925 -0.974 0.468
C: 2.120 0.205 0.576
C: 2.060 -2.071 0.200
C: -0.437 0.694 0.443
H: -1.191 0.474 -0.328
H: -0.188 1.761 0.372
H: -0.926 0.536 1.421
C: 2.616 1.535 1.012
H: 1.787 2.235 1.177
H: 3.302 1.991 0.277
H: 3.170 1.436 1.960
C: 4.385 -1.030 0.705
H: 4.628 -0.656 1.713
H: 4.943 -0.408 -0.013
H: 4.756 -2.060 0.632
C: 2.453 -3.494 0.072
H: 1.680 -4.137 0.516
H: 3.406 -3.684 0.582
H: 2.566 -3.821 -0.972
C: -0.447 -2.411 -0.220
H: -0.659 -3.085 0.625
H: -0.303 -3.044 -1.110
H: -1.336 -1.793 -0.388
C: -5.242 1.733 -3.850
C: -5.323 1.427 -5.147
C: -4.233 1.351 -6.195
C: -2.840 1.661 -5.604
C: -2.308 0.455 -4.888
C: -2.755 -0.020 -3.714
C: -3.103 0.877 -2.591
C: -4.076 2.036 -2.924
H: -4.472 2.009 -7.052
H: -2.850 2.551 -4.961
H: -4.231 0.322 -6.607
H: -3.542 2.974 -3.170
H: -6.192 1.712 -3.291
H: -6.314 1.147 -5.549
H: -4.562 2.253 -1.956
H: -3.487 0.342 -1.711
H: -2.729 -1.087 -3.472
H: -2.167 1.367 -2.294
H: -2.178 1.908 -6.442
H: -1.563 -0.088 -5.492
P: 0.854 0.768 -4.170
C: 0.597 2.471 -3.016
C: 0.609 1.547 -5.791
P: 1.381 -1.396 -3.458
C: 2.262 -0.289 -4.715
C: 0.006 -2.392 -4.112
C: 3.174 -1.837 -2.802
H: 0.707 2.443 -1.909
H: -0.477 2.631 -3.213
H: 1.190 3.294 -3.445
H: 1.105 2.531 -5.740
H: -0.464 1.654 -5.984
H: 1.124 0.918 -6.542
H: 3.850 -1.871 -3.669
H: 3.061 -2.849 -2.399
H: 3.641 -1.151 -2.016
H: 3.281 0.093 -4.524
H: 2.182 -0.741 -5.720
H: -0.065 -3.366 -3.591
H: 0.054 -2.586 -5.196
H: -0.966 -1.892 -3.928
Cl: 4.099 1.817 -2.580

Results of the Mulliken charge analysis, in e, for atoms 1 through 6: atom 1 (Dy): -0.6035, atom 2 (C): 0.6956, atom 3 (C): 0.7044, atom 4 (C): 0.4092, atom 5 (C): 0.2656, atom 6 (C): 0.5619


Record 4
# C3H3Br2N

One molecule with the formula C3H3Br2N (ωB97M-V with the def2-TZVPD basis set, the Open Molecules 2025 dataset).

HOMO-LUMO gap, eV: 8.506
HOMO level, eV: -8.96
ΔE to the lowest compared entry with this formula, charge and spin, kJ/mol: 282.7
E_tot, hartree: -5318.768815
LUMO level, eV: -0.5

Geometry (Å):
C: 0.168 1.091 0.508
C: -0.589 -0.166 0.207
C: 0.428 -0.751 -0.798
N: 1.168 1.172 -0.267
Br: -0.439 2.346 1.721
Br: 1.506 -2.119 -0.224
H: -1.018 -0.933 0.999
H: -1.589 -0.060 -0.235
H: 0.365 -0.579 -1.911

Results of the Mulliken charge analysis, in e, for atoms 1 through 6: atom 1 (C): 0.3932, atom 2 (C): -0.4946, atom 3 (C): -0.0910, atom 4 (N): -0.5599, atom 5 (Br): -0.1419, atom 6 (Br): -0.0358


Record 5
# C3H12F9KO15S3

C3H12F9KO15S3 as an isolated structure (ωB97M-V with the def2-TZVPD basis set, the Open Molecules 2025 dataset).

HOMO-LUMO gap, eV: 5.898
Charge: -2
HOMO level, eV: -3.35
E_tot, hartree: -3943.605749
LUMO level, eV: 2.5

Geometry (Å):
K: 18.617 -22.045 5.141
C: 17.279 -26.139 3.068
F: 18.413 -25.531 2.567
F: 16.750 -27.011 2.117
F: 17.602 -26.788 4.244
S: 16.001 -24.690 3.436
O: 16.574 -23.868 4.526
O: 15.824 -23.976 2.179
O: 14.785 -25.383 3.952
C: 26.305 -22.536 6.714
F: 24.984 -22.727 6.695
F: 26.789 -22.194 5.550
F: 26.522 -21.567 7.657
S: 27.204 -24.150 7.266
O: 26.688 -24.713 8.537
O: 27.015 -25.089 6.148
O: 28.662 -23.752 7.368
C: 21.714 -24.302 3.279
F: 20.469 -23.874 3.666
F: 21.527 -25.129 2.205
F: 22.480 -23.203 2.945
S: 22.522 -25.308 4.725
O: 23.754 -25.913 4.134
O: 22.741 -24.339 5.805
O: 21.477 -26.292 5.152
O: 21.262 -22.128 6.563
H: 21.684 -21.339 6.223
H: 21.858 -22.839 6.330
O: 19.131 -24.628 6.976
H: 19.058 -24.777 7.919
H: 20.048 -24.815 6.773
O: 19.438 -27.673 6.060
H: 20.171 -27.092 5.855
H: 18.722 -27.358 5.508
O: 23.640 -25.179 0.187
H: 23.684 -25.955 0.746
H: 24.554 -24.968 -0.004
O: 19.455 -21.603 2.327
H: 18.645 -21.094 2.343
H: 19.260 -22.348 1.759
O: 24.568 -27.232 2.169
H: 23.894 -27.763 1.746
H: 24.102 -26.757 2.858

Results of the Mulliken charge analysis, in e, for atoms 1 through 6: atom 1 (K): 0.9174, atom 2 (C): 0.5044, atom 3 (F): -0.1754, atom 4 (F): -0.2242, atom 5 (F): -0.3076, atom 6 (S): 1.0813


Record 6
# C31H52BrN5P2Pb

C31H52BrN5P2Pb as an isolated structure (ωB97M-V with the def2-TZVPD basis set, the Open Molecules 2025 dataset).

HOMO-LUMO gap (spin up / spin down), eV: 5.127 / 4.801
Charge: +2
HOMO level (spin up / spin down), eV: -11.80 / -11.53
ΔE to the lowest compared entry with this formula, charge and spin, kJ/mol: 199.4
E_tot, hartree: -4935.139855
LUMO level (spin up / spin down), eV: -6.7 / -6.7

Geometry (Å):
N: 1.868 -5.567 -1.051
C: 0.569 -5.289 -1.063
C: 0.078 -4.020 -1.322
C: 0.985 -2.971 -1.588
C: 2.363 -3.284 -1.582
C: 2.737 -4.604 -1.317
C: 0.500 -1.634 -1.943
Pb: 0.248 -0.162 -0.066
P: -0.503 2.301 -0.192
C: 1.366 -0.480 -2.173
C: 1.055 0.625 -3.068
C: 2.101 1.483 -3.474
C: 1.864 2.520 -4.344
C: 0.561 2.752 -4.809
C: -0.487 1.912 -4.439
C: -0.256 0.853 -3.562
Br: 0.217 4.237 -5.953
H: -0.535 -1.583 -2.374
H: 2.439 -0.593 -1.861
H: -1.002 -3.842 -1.359
H: 3.118 -2.540 -1.823
H: -0.131 -6.106 -0.866
H: 3.801 -4.865 -1.326
H: 3.108 1.280 -3.100
H: -1.080 0.195 -3.280
H: 2.675 3.164 -4.659
H: -1.489 2.081 -4.831
P: 2.181 -0.432 1.648
C: -2.124 2.275 -0.979
C: -2.525 3.598 -1.642
H: -2.862 1.993 -0.214
H: -2.157 1.479 -1.746
H: -3.518 3.498 -2.101
H: -2.592 4.426 -0.928
H: -1.836 3.883 -2.445
C: 0.628 3.323 -1.115
C: 0.595 4.811 -0.753
H: 0.394 3.182 -2.179
H: 1.660 2.950 -0.993
H: 1.315 5.350 -1.380
H: -0.386 5.262 -0.936
H: 0.876 4.991 0.289
C: -0.637 2.897 1.493
C: -1.661 4.017 1.698
H: 0.368 3.237 1.784
H: -0.879 2.068 2.181
H: -1.665 4.328 2.750
H: -1.439 4.910 1.105
H: -2.680 3.692 1.461
C: 1.704 -0.510 3.367
C: 0.817 0.603 3.911
H: 2.673 -0.522 3.880
H: 1.234 -1.485 3.547
H: 0.633 0.456 4.982
H: 1.264 1.594 3.788
H: -0.160 0.609 3.419
C: 3.217 1.039 1.500
C: 3.843 1.276 0.129
H: 3.985 0.883 2.268
H: 2.624 1.916 1.804
H: 4.457 2.185 0.136
H: 4.488 0.447 -0.178
H: 3.070 1.409 -0.638
C: 3.263 -1.830 1.420
C: 2.648 -3.183 1.773
H: 4.114 -1.604 2.075
H: 3.644 -1.842 0.388
H: 3.349 -3.994 1.544
H: 2.394 -3.257 2.834
H: 1.744 -3.375 1.186
C: -2.626 -1.537 -0.434
N: -1.714 -1.210 0.696
C: -1.189 -2.429 1.402
N: -2.320 -3.175 1.915
C: -3.243 -3.508 0.791
N: -3.758 -2.288 0.098
C: -4.454 -1.448 1.109
N: -3.543 -1.069 2.218
C: -2.406 -0.348 1.685
C: -3.062 -2.311 2.879
H: -2.124 -2.138 -1.206
H: -2.969 -0.596 -0.900
H: -0.528 -2.111 2.230
H: -0.597 -3.058 0.719
H: -4.095 -4.077 1.189
H: -2.716 -4.145 0.072
H: -4.825 -0.542 0.623
H: -5.302 -2.007 1.513
H: -1.711 -0.097 2.511
H: -2.740 0.594 1.204
H: -3.913 -2.868 3.279
H: -2.394 -2.049 3.703

Results of the Mulliken charge analysis, in e, for atoms 1 through 6: atom 1 (N): -0.5315, atom 2 (C): -0.8033, atom 3 (C): -0.1733, atom 4 (C): 0.7227, atom 5 (C): -0.3172, atom 6 (C): -0.7928


- Which of these has the lowest E_tot?
  C3H3Br2N